C6H12O in the gas phase. Source: the OMol25 dataset; level of theory: ωB97M-V/def2-TZVPD.

```
19
Properties=species:S:1:pos:R:3:forces:R:3
C 2.007 -0.573 0.343 -0.03 0.17 0.04
C 1.277 0.500 0.662 0.09 -0.21 -0.26
O 1.154 0.951 1.945 0.08 -0.13 0.19
C 0.391 1.281 -0.266 0.08 -0.01 -0.05
C -1.092 0.972 0.027 -0.05 0.05 0.03
C -1.387 -0.527 0.096 -0.04 -0.01 0.04
C -0.973 -1.262 -1.186 0.02 -0.05 -0.08
H 2.157 -0.875 -0.686 -0.17 0.06 0.12
H 0.022 -1.700 -1.063 -0.20 0.01 -0.12
H 2.448 -1.199 1.115 0.15 0.22 -0.08
H 1.771 0.449 2.494 -0.15 0.11 0.02
H 0.570 2.355 -0.141 0.02 -0.16 -0.01
H 0.633 1.021 -1.302 0.02 -0.01 0.19
H -1.385 1.454 0.967 0.07 -0.08 -0.12
H -1.705 1.418 -0.768 0.12 -0.01 0.12
H -2.452 -0.673 0.309 0.13 0.06 -0.11
H -0.847 -0.959 0.948 -0.12 0.05 -0.09
H -1.673 -2.058 -1.455 0.11 0.04 0.09
H -0.917 -0.576 -2.040 -0.11 -0.10 0.10
```
Forces are in eV/Å.

Net charge   0
Strongest force on any atom   0.3 eV Å⁻¹
Structure (SMILES)   C=C(O)CCCC
M   100.2 g/mol
Gap between HOMO and LUMO   0.3591 hartree
E_LUMO   0.93 eV
Relative energy (zero: lowest compared OMol25 entry of this formula, charge and spin)   74.4 kJ/mol

Atom charges from the Mulliken analysis, given in e for atoms 1 to 5: -0.99 0.59 -0.47 -0.65 -0.82